Entry A
The following is a DFT calculation (ωB97M-V/def2-TZVPD) of one molecule with the formula C4H7N3O2S.

Last column: natural (NBO) charge in e.
Element x y z (Å)
S -0.41052 0.79558 -1.47587  2.0511
O -0.31566 0.68920 -2.92756  -0.9410
O -0.92659 2.06616 -1.07211  -0.9205
N 1.71781 -0.93388 2.60685  -0.5486
N -2.59351 -0.42446 -0.53149  -0.8262
N -0.39973 -0.57265 0.60765  -0.4166
C -1.18893 -0.71829 -0.56433  -0.0420
C 0.76902 -0.05936 0.58550  0.2407
C 1.27298 0.49052 -0.74872  -0.7350
C 1.44592 0.04371 1.87221  0.0954
H -3.17934 -1.09469 -1.00274  0.3910
H 1.75402 -0.35686 -1.38666  0.2710
H 2.11792 -0.71626 3.53338  0.3565
H -2.89891 -0.14284 0.39038  0.3972
H 1.78686 1.10816 1.86445  0.1541
H 1.96817 1.28349 -0.51439  0.2557
H -0.91951 -1.45754 -1.23654  0.2171

Values from the calculation:
LUMO level	-0.046	eV
structure (SMILES)	[H]/N=C/C1=N[C@@H](N)S(=O)(=O)C1
total charge	0

Entry B
The following is a DFT calculation (ωB97M-V/def2-TZVPD) of one molecule with the formula C4H7N3O2S.

Last column: natural (NBO) charge in e.
Element x y z (Å)
S 0.17903 1.45730 0.00344  2.2559
O -0.29256 1.69330 1.34295  -0.9424
O 0.96095 2.45388 -0.65490  -0.9037
N 2.02728 -2.04387 -0.32005  -0.4421
N 1.04472 -0.79252 1.19685  -0.4990
N -1.22497 1.07313 -1.09387  -0.7910
C 1.61459 -0.89906 -0.91055  -0.0213
C 1.68297 -1.95534 0.93659  0.1818
C -2.25771 0.39187 -0.35227  -0.4408
C 1.00521 -0.09922 0.02032  -0.2717
H 1.86820 -2.71007 1.67258  0.2058
H -3.13957 0.28163 -0.98123  0.2144
H -2.53253 0.91311 0.57077  0.1994
H -1.53217 1.96821 -1.45303  0.3830
H -1.88635 -0.60157 -0.09688  0.2004
H 0.70694 -0.41614 2.07024  0.4460
H 1.77596 -0.71465 -1.95096  0.2255

Values from the calculation:
LUMO level	0.689	eV
structure (SMILES)	CNS(=O)(=O)c1cnc[nH]1
total charge	0

Result of the stability comparison: entry B is the most stable of them.

Entry A
The following is a DFT calculation (ωB97M-V/def2-TZVPD) of C5H13NO3 as an isolated structure.

Last column: natural (NBO) charge in e.
Element x y z (Å)
O -0.22110 -1.62079 -1.95143  -0.7358
O -1.79377 -0.23498 0.34501  -0.3966
O -0.01751 -2.21700 0.25981  -0.7148
N -0.64112 0.35594 1.06034  -0.1566
C -0.62832 1.11470 -1.39717  -0.6685
C -0.61830 0.04615 -0.33070  0.3281
C 0.21434 -1.20935 -0.67079  0.4801
C -0.89259 1.71846 1.48673  -0.4467
C 1.71115 -0.89329 -0.67495  -0.6463
H 0.80547 -0.14573 2.52815  0.0230
H -1.62145 2.24020 0.86440  0.1992
H 2.26159 -1.81673 -0.83690  0.2224
H 1.44496 -0.05322 3.00351  -0.0411
H -0.60225 0.63133 -2.36954  0.2545
H 0.24046 1.76047 -1.28800  0.2212
H -1.53726 1.70750 -1.33265  0.2308
H 0.05611 2.25373 1.47098  0.2152
H -0.92166 -2.11679 0.59399  0.4930
H 1.99745 -0.47875 0.28727  0.2266
H -1.26854 1.67564 2.50726  0.2159
H 0.09020 -2.52560 -2.08415  0.4832
H 1.94217 -0.19191 -1.47117  0.2133

Values from the calculation:
LUMO level	0.884	eV
total charge	0

Entry B
The following is a DFT calculation (ωB97M-V/def2-TZVPD) of C5H13NO3 as an isolated structure.

Last column: natural (NBO) charge in e.
Element x y z (Å)
O 1.26425 0.67843 0.54440  -0.7430
O 1.24826 -1.67116 1.71530  -0.5948
O -1.39071 -0.85718 1.70133  -0.7110
N 1.58581 -1.75248 -0.56715  -0.8609
C -1.72855 0.09051 -0.48440  -0.4199
C 1.85074 1.26437 -0.59079  -0.2640
C -1.86073 1.50324 0.08247  -0.6176
C 1.10774 -1.25161 0.60829  0.7993
C -0.94298 -0.89054 0.38934  -0.0385
H 2.88155 0.91711 -0.74026  0.1671
H 1.58817 -1.14201 -1.36879  0.4030
H -1.26873 0.10659 -1.47768  0.2026
H -0.74374 -1.32961 2.25094  0.4965
H -2.35124 1.47568 1.05492  0.2241
H 1.88750 2.35099 -0.45980  0.1939
H -2.45764 2.12362 -0.58875  0.2080
H -0.97504 -1.88984 -0.05352  0.1786
H -0.88618 1.97200 0.21757  0.2206
H 0.21467 -0.11241 0.36296  0.3873
H 1.28386 1.07586 -1.51981  0.1392
H -2.72527 -0.34579 -0.61650  0.2207
H 2.41823 -2.31580 -0.46007  0.4089

Values from the calculation:
LUMO level	0.679	eV
total charge	0

Result of the stability comparison: entry A is the most stable of them.

Entry A
The following is a DFT calculation (ωB97M-V/def2-TZVPD) of one molecule with the formula C7H14O.

Last column: natural (NBO) charge in e.
Element x y z (Å)
O -2.50027 -0.64521 -1.47179  -0.7566
C 1.05903 1.06201 1.05086  -0.4407
C 1.96714 0.69202 3.38204  -0.4070
C 1.39234 0.26035 2.25563  -0.1641
C -1.46407 -0.11387 -2.33270  -0.0657
C -0.09922 -0.70047 -2.04676  -0.4117
C 0.26134 -0.81761 -0.52570  -0.4048
C -0.13086 0.38484 0.29466  -0.4065
H 0.88159 2.11194 1.23278  0.2127
H 2.13249 1.77080 3.36788  0.1818
H 1.10094 -0.79462 2.21745  0.1883
H -0.12163 -1.78030 -0.20214  0.2162
H -0.05570 -1.75736 -2.38975  0.2024
H -0.94416 0.16786 1.02323  0.2186
H 1.38980 -0.94598 -0.59175  0.2004
H -3.17993 -1.15195 -1.91811  0.4740
H 2.24851 0.11175 4.24548  0.2062
H 0.60813 -0.04510 -2.56976  0.2029
H -1.44268 0.94090 -2.04324  0.1694
H -1.83657 -0.30306 -3.34552  0.1769
H -0.58100 1.18760 -0.30984  0.2007
H 1.87855 0.98705 0.32635  0.2064

Values from the calculation:
LUMO level	0.903	eV
structure (SMILES)	C=CCCCCCO
total charge	0

Entry B
The following is a DFT calculation (ωB97M-V/def2-TZVPD) of a 2-piece molecular cluster, C7H14O overall.

Last column: natural (NBO) charge in e.
Element x y z (Å)
O -0.63642 1.01925 -2.23169  -0.6839
C 0.62644 0.67204 -2.62530  0.3217
C 0.87084 0.15094 -3.82032  -0.5123
C -2.08647 -1.30133 2.75752  -0.5963
C 0.47274 0.81176 1.60431  -0.4115
C 1.69224 0.87615 -1.58871  -0.6728
C -0.71881 -1.34547 2.08599  -0.4411
C -0.42853 -0.10612 1.29614  -0.1628
H -0.92875 -0.04806 0.33108  0.1978
H 1.16917 0.68541 2.42796  0.1939
H 1.89290 -0.06197 -4.08796  0.2043
H 1.67472 0.15726 -0.77427  0.2367
H -2.33716 -2.23813 3.25139  0.2112
H 2.67098 0.80757 -2.05087  0.2263
H -0.57221 1.66240 -1.51661  0.4741
H 0.63018 1.67007 0.96609  0.1873
H -2.14627 -0.45721 3.44549  0.2070
H 0.05851 -0.03019 -4.51071  0.2107
H -2.86930 -1.11187 2.02132  0.2039
H -0.68004 -2.19886 1.40363  0.2079
H 1.57106 1.89318 -1.20024  0.1971
H 0.07418 -1.50683 2.81575  0.2008

Values from the calculation:
LUMO level	0.885	eV
structure (SMILES)	C=C(C)O.C=CCC
total charge	0

Result of the stability comparison: entry B is the most stable of them.

Entry A
The following is a DFT calculation (ωB97M-V/def2-TZVPD) of C7H14O as an isolated structure.

Last column: natural (NBO) charge in e.
Element x y z (Å)
O 2.30250 -1.07967 -0.93098  -0.5708
C 2.76333 0.34670 0.89395  -0.7472
C -0.42612 1.52407 0.05346  -0.6563
C -0.47380 -0.92394 0.62809  -0.3736
C 1.84045 -0.35698 -0.08774  0.5735
C -2.45136 -0.77979 0.53563  -0.6722
C -0.22180 0.08271 -0.33159  0.0598
C -0.45420 -0.20722 -1.78986  -0.6649
H 0.26843 2.14999 -0.50876  0.2205
H 3.81350 0.16417 0.65323  0.2329
H -2.74873 0.06045 1.15500  0.1947
H 2.56767 1.41948 0.90510  0.2304
H -2.86211 -0.70820 -0.46655  0.1971
H -0.29126 -0.66876 1.66515  0.2121
H -0.27937 1.69064 1.11900  0.2128
H -2.72970 -1.72949 0.98297  0.2021
H -0.27860 -1.94704 0.33253  0.2231
H 2.57233 -0.04658 1.89431  0.2317
H -0.60283 -1.26870 -1.97921  0.2221
H -1.31739 0.33207 -2.17778  0.2159
H -1.43349 1.84964 -0.20878  0.2171
H 0.44257 0.09646 -2.33717  0.2392

Values from the calculation:
LUMO level	0.786	eV
total charge	0

Entry B
The following is a DFT calculation (ωB97M-V/def2-TZVPD) of a 2-piece molecular cluster, C7H14O overall.

Last column: natural (NBO) charge in e.
Element x y z (Å)
O 0.49619 1.71606 0.51880  -0.5345
C -1.61098 0.51264 0.27587  -0.4311
C -0.91513 1.86036 0.40503  -0.0688
C 0.83599 0.96824 1.68108  -0.0688
C 1.08968 -2.10144 -2.96448  -0.3951
C 1.68196 -0.90634 -2.94177  -0.3889
C 0.25559 -0.43829 1.63605  -0.4311
C -1.26332 -0.37046 1.47463  -0.4002
H -2.70435 0.66721 0.19777  0.2115
H -1.08787 2.49781 -0.48338  0.1942
H -1.30291 2.40255 1.28883  0.1565
H 1.94204 0.95419 1.72454  0.1942
H -1.27208 0.02691 -0.65936  0.2032
H 0.47051 1.49907 2.58114  0.1565
H 1.30166 -2.82420 -3.76066  0.1944
H -1.69084 -1.38426 1.35255  0.2113
H 0.37428 -2.39449 -2.18760  0.1920
H 0.53501 -0.98310 2.55831  0.2115
H 0.70077 -0.97818 0.77826  0.2032
H -1.70358 0.07264 2.38857  0.1946
H 2.39736 -0.61328 -3.71864  0.1946
H 1.46998 -0.18358 -2.14559  0.2007

Values from the calculation:
LUMO level	1.075	eV
structure (SMILES)	C1CCOCC1.C=C
total charge	0

Entry C
The following is a DFT calculation (ωB97M-V/def2-TZVPD) of one molecule with the formula C7H14O.

Last column: natural (NBO) charge in e.
Element x y z (Å)
O 3.16903 -1.02633 -1.13859  -0.5477
C -0.26786 0.03096 -0.12043  -0.2141
C 0.90064 -0.93457 -0.41354  -0.5094
C 2.65675 0.95660 0.05636  -0.7257
C -0.33809 0.36800 1.37493  -0.6181
C 2.30125 -0.36239 -0.57057  0.5987
C -1.57050 -0.60628 -0.66288  -0.3886
C -2.86503 0.06835 -0.23346  -0.6115
H 0.70122 -1.44548 -1.36553  0.2382
H -0.17284 -0.51615 1.99852  0.2031
H -3.68960 -0.25666 -0.87647  0.2148
H 0.42088 1.10997 1.63895  0.2101
H 1.98588 1.74183 -0.29565  0.2254
H 0.95050 -1.71124 0.35939  0.2344
H -2.79451 1.15824 -0.29525  0.2023
H -1.62065 -1.66584 -0.38415  0.1972
H 2.62791 0.87159 1.14413  0.2354
H -1.52406 -0.57715 -1.76000  0.2016
H -1.29570 0.80823 1.66382  0.2145
H -0.12171 0.96918 -0.67009  0.1952
H -3.12712 -0.21177 0.79211  0.2040
H 3.67360 1.23089 -0.24160  0.2401

Values from the calculation:
LUMO level	0.909	eV
structure (SMILES)	CC[C@@H](C)CC(C)=O
total charge	0

Entry D
The following is a DFT calculation (ωB97M-V/def2-TZVPD) of a 2-piece molecular cluster, C7H14O overall.

Last column: natural (NBO) charge in e.
Element x y z (Å)
O 0.48146 -2.68026 -1.00672  -0.9251
C -1.73665 -0.36945 0.24846  -0.1981
C 1.58257 0.97567 -1.20147  -0.6448
C -3.01045 -0.41985 -0.14626  -0.3962
C 1.11037 0.43092 1.18744  -0.4511
C 0.56823 0.45248 -0.19532  0.0568
C -0.66712 0.11931 -0.58876  -0.2359
C 0.95432 1.85114 1.80377  -0.5947
H 1.34516 -3.06814 -0.81093  0.4629
H -0.08850 2.00369 2.07911  0.2085
H 1.48574 2.00690 2.74750  0.2082
H 1.25765 1.02785 -2.24468  0.2114
H 2.10403 0.01252 1.34337  0.2131
H -3.16777 -0.37956 -1.21679  0.1947
H 2.49154 0.38451 -1.12713  0.2103
H 1.74425 2.04045 -1.00297  0.2147
H -1.43009 -0.60191 1.26304  0.1941
H 1.26241 2.62878 1.10850  0.2001
H -0.86895 0.36690 -1.62986  0.1930
H 0.47246 -0.19469 1.82356  0.2088
H -3.77378 -0.57879 0.60070  0.2037
H 0.67682 -2.20921 -1.82056  0.4653

Values from the calculation:
LUMO level	0.729	eV
structure (SMILES)	C=C/C=C(/C)CC.O
total charge	0

Result of the stability comparison: entry C is the most stable of them.